Entry 1:
The following is a quantum chemistry calculation of a cluster of 2 separate species, C5H13ClNO2P in total in a non-equilibrium geometry, from the Open Molecules 2025 dataset.

Structure (XYZ):
```
23
Properties=species:S:1:pos:R:3:forces:R:3:nbo_charge:R:1
C 4.294 0.336 -0.038 1.2 -0.6 -0.6 -0.569
H -3.500 -0.416 0.474 0.0 -0.2 -0.2 0.165
H -2.763 -0.815 2.037 -0.3 -0.9 0.9 0.194
H -0.369 2.217 1.195 -0.5 0.8 -1.6 0.210
H 0.529 -2.850 0.638 1.0 -0.1 0.0 0.194
H -0.180 -3.019 -0.861 -0.8 -0.7 -1.0 0.199
H -3.495 0.826 1.789 0.0 -1.2 -0.3 0.151
C -2.927 -0.051 1.327 -1.4 1.7 0.5 -0.234
C -1.698 1.295 -0.132 -2.5 -0.3 1.9 -0.111
H 3.872 1.178 0.578 0.8 -1.2 -0.8 0.195
Cl 1.246 0.225 2.039 0.3 -0.1 0.4 -0.345
N 0.290 -1.100 -0.466 0.2 -0.1 -0.7 -0.886
C -0.515 2.170 0.051 0.1 -1.7 2.8 -0.093
O -1.687 0.432 1.023 1.5 0.1 -1.2 -0.561
H -1.678 0.624 -1.032 -0.3 1.1 0.4 0.220
C 0.614 -2.501 -0.396 1.4 0.1 -0.6 -0.438
H -0.627 3.091 -0.444 0.3 1.2 -0.5 0.199
P 1.238 0.048 -0.025 -0.1 1.3 0.3 1.575
H 1.612 -2.752 -1.013 -2.0 0.4 1.8 0.205
O 0.618 1.495 -0.405 2.0 -0.8 -1.2 -0.817
H 5.098 -0.423 0.359 -2.0 1.7 -0.4 0.190
H 4.342 0.404 -1.170 -0.3 0.2 1.7 0.180
H -2.662 1.910 0.103 1.3 -0.7 -1.5 0.178
```
Forces are in eV/Å.

Values from the calculation:
frontier orbital gap (alpha / beta) = 0.2688 / 0.3172 Eh

---

Entry 2:
The following is a quantum chemistry calculation of a structure of composition C22H37ClLaO3SSi in a non-equilibrium geometry, from the Open Molecules 2025 dataset.

Structure (XYZ):
```
66
Properties=species:S:1:pos:R:3:forces:R:3:nbo_charge:R:1
H -1.807 -2.082 0.581 -0.3 0.2 0.0 0.249
C 2.296 0.824 -5.519 -0.1 -0.2 -1.4 -0.423
H -2.366 0.734 -4.903 0.0 0.3 0.0 0.232
H -3.543 -1.902 0.944 0.1 0.1 -0.2 0.189
H -0.670 2.868 -5.055 -0.2 -0.3 0.6 0.234
H 1.888 -2.938 -0.457 0.2 0.1 0.3 0.230
C -2.642 -1.372 0.608 0.0 -0.3 -0.2 -0.636
C 1.797 -2.369 2.960 0.2 -0.1 0.2 -0.633
C 0.486 -4.017 1.620 -0.1 0.0 -0.1 -0.621
H 1.802 3.594 3.136 0.0 -0.1 -0.2 0.192
C 1.977 -0.570 -5.577 -0.2 0.3 -0.5 -0.408
C 2.327 -2.710 0.528 0.1 0.0 0.0 -0.642
H 2.497 -3.170 3.252 -0.3 0.2 -0.1 0.192
C -2.344 -0.227 1.571 0.5 0.3 -0.7 0.271
H 0.106 -1.621 -6.305 0.3 0.4 0.3 0.249
Si 0.371 -0.024 1.064 -1.0 0.1 0.4 2.179
H -2.812 0.247 -2.266 0.3 0.0 -0.2 0.228
C 2.013 1.279 4.491 0.3 -0.1 0.1 -0.614
H -3.266 1.602 2.238 0.0 0.0 0.1 0.204
C -2.056 -0.789 2.944 -0.2 -0.3 0.5 -0.641
H 3.211 1.281 -5.147 -0.2 -0.2 -0.1 0.234
H -1.742 -0.015 3.643 0.0 -0.1 -0.1 0.212
H -1.046 2.182 3.227 0.1 -0.1 0.0 0.227
C 0.652 -0.693 -6.110 0.8 0.1 -1.3 -0.386
C -0.997 2.367 -4.138 -0.8 0.7 -0.5 -0.411
C -2.109 0.961 -2.684 0.5 1.2 -0.2 -0.332
H 2.559 -1.375 -5.144 -0.1 0.0 0.0 0.243
H 1.300 2.565 -6.545 -0.2 -0.4 0.7 0.225
C 1.053 1.600 3.353 -0.1 -0.5 -0.4 0.273
H 0.172 3.441 -2.537 -0.5 -0.4 -0.2 0.230
H -0.322 -3.987 2.364 0.1 0.0 -0.2 0.204
H -2.975 -1.239 3.328 -0.1 0.0 0.1 0.194
C 0.229 0.603 -6.529 0.7 -0.2 -0.5 -0.317
H -0.113 3.006 4.479 0.0 -0.2 0.0 0.198
H 3.057 -3.492 0.814 -0.2 0.3 -0.2 0.188
O -1.221 0.547 1.057 0.0 -0.8 0.1 -0.960
C -0.262 2.038 3.977 -0.4 0.3 0.2 -0.630
Cl -0.131 -2.150 -3.108 -0.4 -1.4 0.2 -0.638
C -1.280 1.843 -1.924 -0.8 -0.4 -0.3 -0.295
C 1.595 2.727 2.491 0.1 0.3 0.0 -0.632
C -3.524 0.736 1.626 0.1 0.1 0.0 -0.613
C -0.572 2.683 -2.824 -0.5 0.2 0.0 -0.384
H 2.518 2.421 1.987 -0.2 0.1 0.0 0.228
H -0.592 0.810 -7.237 0.2 -0.1 0.9 0.227
H 2.212 2.183 5.085 -0.1 -0.3 -0.1 0.196
H -2.785 -1.000 -0.413 -0.1 0.0 0.2 0.213
H -1.258 1.880 -0.830 0.2 -0.2 -0.6 0.265
C 1.211 -2.671 1.579 0.2 0.4 -0.2 0.285
S 1.430 0.569 -0.563 0.6 0.4 -0.4 -0.974
H 0.991 -2.315 3.708 0.3 0.1 -0.2 0.206
C 1.233 1.536 -6.167 0.5 -0.6 -0.4 -0.326
H 0.855 3.033 1.744 0.2 -0.1 0.0 0.225
H 2.833 -1.730 0.457 -0.2 -0.5 0.0 0.236
O 0.892 0.392 2.589 0.4 0.6 0.4 -0.958
H 1.192 -4.821 1.900 -0.3 0.3 -0.1 0.198
H -0.607 1.315 4.727 0.1 0.2 -0.2 0.202
C -1.926 1.281 -4.076 0.0 0.4 0.9 -0.425
O 0.241 -1.669 1.214 0.5 -0.6 0.2 -0.971
H 1.590 0.501 5.139 0.0 0.2 -0.1 0.207
H -1.305 -1.581 2.908 0.0 0.2 0.0 0.234
H 2.962 0.896 4.106 0.0 0.1 -0.1 0.212
H 2.350 -1.419 2.958 -0.3 -0.3 0.0 0.232
H -4.404 0.254 2.067 0.1 0.0 -0.1 0.195
H 0.056 -4.241 0.633 0.1 0.0 0.3 0.221
La 0.489 0.295 -3.663 -0.2 0.9 3.1 1.798
H -3.766 1.098 0.626 0.0 0.0 0.0 0.215
```
Forces are in eV/Å.

Values from the calculation:
net charge = -1
frontier orbital gap = 0.2598 Eh

---

Entry 3:
The following is a quantum chemistry calculation of the molecule C5H8O2 in a non-equilibrium geometry, from the Open Molecules 2025 dataset.

Structure (XYZ):
```
15
Properties=species:S:1:pos:R:3:forces:R:3:nbo_charge:R:1
H -0.641 -1.450 1.540 0.0 0.0 -0.3 0.222
H -0.743 1.787 -1.299 -0.2 0.2 0.1 0.482
H 1.377 1.437 0.901 4.3 1.2 0.8 0.338
C -0.814 -1.583 0.465 -0.2 -0.2 -0.1 -0.612
H 3.022 0.144 0.155 -0.6 1.1 0.6 0.236
H 0.132 -0.469 -2.153 -0.1 -0.1 -0.1 0.482
H -0.264 -2.469 0.141 -0.1 0.0 0.0 0.212
C -0.350 -0.375 -0.289 -0.7 -0.5 -0.2 0.186
O -0.771 2.100 -0.380 0.2 -0.1 -0.2 -0.697
C 0.867 0.251 0.126 -1.0 0.0 -0.1 -0.112
H -1.880 -1.721 0.287 0.0 -0.1 0.1 0.224
O -0.672 -0.296 -1.651 -0.1 -0.4 -0.5 -0.703
C 2.079 0.669 0.424 -1.4 -0.1 0.0 -0.435
C -0.447 0.983 0.393 -0.4 -0.7 0.0 -0.009
H -0.902 1.046 1.386 0.2 -0.2 -0.2 0.185
```
Forces are in eV/Å.

Values from the calculation:
structure (SMILES) = C=C1[C@@H](O)[C@@]1(C)O
frontier orbital gap = 0.3395 Eh